--- 1 ---
Formula: C4H12S
Source: the OMol25 dataset
Level of theory: the ωB97M-V functional and the def2-TZVPD basis

Each line ends with the Mulliken spin population.
CARTESIAN COORDINATES (ANGSTROEM)
C1 -1.705 -1.883 0.549  -0.0331
C2 0.643 -2.636 -0.363  -0.0412
S1 -0.045 -1.078 0.415  0.9308
H1 -2.387 -1.024 0.334  0.0076
H2 -1.927 -2.792 -0.047  0.0069
H3 -1.674 -2.389 1.526  0.0536
H4 1.282 -3.142 0.264  0.0363
H5 1.348 -2.417 -1.154  0.0274
H6 -0.219 -3.186 -0.701  0.0019
C3 -0.127 2.442 0.094  0.0106
C4 1.257 2.671 -0.239  -0.0006
H7 -0.638 1.662 -0.629  0.0000
H8 -0.249 2.204 1.118  -0.0017
H9 -0.637 3.357 -0.049  0.0005
H10 1.802 1.796 -0.347  0.0000
H11 1.856 3.258 0.426  0.0009
H12 1.420 3.156 -1.197  0.0001

## Properties
Spin multiplicity = 2
Gap between HOMO and LUMO (alpha / beta) = 10.60 / 6.23 eV
Charge = +1

---

--- 2 ---
Formula: C4H12S
Source: the OMol25 dataset
Level of theory: the ωB97M-V functional and the def2-TZVPD basis

Each line ends with the Mulliken spin population.
CARTESIAN COORDINATES (ANGSTROEM)
C1 0.581 0.618 -2.124  0.0114
C2 0.869 1.961 -1.355  0.0072
H1 -0.331 0.686 -2.643  -0.0004
H2 1.232 0.268 -2.877  -0.0003
H3 0.563 -0.295 -1.441  -0.0052
H4 0.532 2.830 -2.031  0.0000
H5 1.806 2.283 -1.016  -0.0017
H6 0.330 2.037 -0.292  -0.0015
C3 0.160 -2.065 1.025  -0.0212
S1 0.354 -0.399 1.630  0.8911
C4 -1.411 -0.078 1.938  -0.0226
H7 -0.459 -2.670 1.743  0.0230
H8 -0.139 -2.099 -0.023  0.0341
H9 1.105 -2.655 0.975  0.0030
H10 -1.453 0.811 2.502  -0.0021
H11 -1.615 -0.893 2.820  0.0644
H12 -2.123 -0.341 1.167  0.0211

## Properties
Spin multiplicity = 2
Gap between HOMO and LUMO (alpha / beta) = 11.30 / 6.46 eV
Charge = +1

---

Quick ranking, most stable first: 2, 1.

---

--- 1 ---
Formula: C8H16N3
Source: the OMol25 dataset
Level of theory: the ωB97M-V functional and the def2-TZVPD basis

Each line ends with the natural charge from an NBO analysis.
CARTESIAN COORDINATES (ANGSTROEM)
C1 -1.827 -1.558 -1.148  -0.6340
C2 -0.375 -1.300 -0.865  -0.2297
N1 -0.259 0.120 -0.385  -0.2870
C3 1.188 0.371 0.009  -0.0218
C4 1.340 1.884 0.017  -0.6866
C5 2.227 -0.289 -0.939  -0.6290
N2 -0.770 1.158 -1.666  0.1354
N3 -1.562 1.847 -1.148  -0.0552
C6 -1.809 1.657 0.179  -0.1398
C7 -1.077 0.589 0.620  0.3077
C8 -1.092 -0.044 1.989  -0.6644
H1 -2.130 -2.414 -0.594  0.2364
H2 -2.379 -0.681 -0.814  0.2071
H3 -1.929 -1.697 -2.295  0.2485
H4 0.164 -1.407 -1.801  0.2495
H5 0.000 -2.123 -0.205  0.2398
H6 1.166 -0.023 0.981  0.2067
H7 1.098 2.470 -0.931  0.2466
H8 0.792 2.437 0.732  0.2296
H9 2.434 2.279 0.231  0.2636
H10 3.083 -0.036 -0.274  0.2568
H11 2.012 0.172 -1.940  0.2486
H12 2.119 -1.443 -0.865  0.2298
H13 -2.537 2.355 0.671  0.2769
H14 -2.180 -0.254 2.164  0.2784
H15 -0.677 0.642 2.637  0.2565
H16 -0.360 -0.933 1.842  0.2296

## Properties
Spin multiplicity = 1
Gap between HOMO and LUMO = 9.95 eV
SMILES = CC[N@@+]1(C(C)C)N=NC=C1C
Charge = +1

---

--- 2 ---
Formula: C8H16N3
Source: the OMol25 dataset
Level of theory: the ωB97M-V functional and the def2-TZVPD basis

Each line ends with the natural charge from an NBO analysis.
CARTESIAN COORDINATES (ANGSTROEM)
C1 -0.873 0.272 -2.003  0.6571
C2 1.507 -1.428 -0.217  -0.4442
C3 2.134 -0.220 0.590  -0.4947
C4 -0.585 2.041 0.755  -0.4439
C5 -1.533 1.211 1.513  -0.4285
C6 1.053 -1.060 1.098  0.2255
C7 -0.817 0.574 0.417  0.0492
C8 0.688 -1.605 2.328  -0.7188
N1 -1.406 -0.494 -2.982  -0.7798
N2 0.159 1.138 -2.243  -0.7813
N3 -1.371 0.206 -0.776  -0.5666
H1 0.884 -1.137 -1.078  0.2192
H2 1.992 -2.357 -0.191  0.2426
H3 3.126 -0.300 1.081  0.2369
H4 1.934 0.887 0.557  0.2359
H5 -1.050 2.721 0.125  0.2217
H6 0.356 2.238 1.157  0.2236
H7 -1.415 0.985 2.575  0.2399
H8 -2.527 1.211 1.206  0.2058
H9 1.456 -2.264 2.676  0.2666
H10 -0.007 -2.464 2.234  0.2457
H11 0.541 -0.954 3.216  0.2586
H12 -1.063 -0.503 -4.020  0.4469
H13 -2.345 -0.832 -2.841  0.4160
H14 0.641 1.323 -3.107  0.4291
H15 0.766 1.173 -1.461  0.4181
H16 -2.246 -0.363 -0.609  0.4196

## Properties
Spin multiplicity = 1
Gap between HOMO and LUMO (alpha / beta) = 7.66 / 7.28 eV
Charge = +1

---

Quick ranking, most stable first: 1, 2.

---

--- 1 ---
Formula: C4H10NS2
Source: the OMol25 dataset
Level of theory: the ωB97M-V functional and the def2-TZVPD basis

Each line ends with the natural charge from an NBO analysis.
CARTESIAN COORDINATES (ANGSTROEM)
C1 3.178 0.437 0.397  -0.4087
C2 -0.993 -1.293 0.408  -0.6745
C3 -2.802 0.271 -0.242  -0.7189
C4 -1.404 0.087 0.053  0.4945
N1 -0.536 0.997 -0.054  -0.6677
S1 4.866 0.101 0.271  0.1917
S2 2.198 -0.070 -0.859  -0.0285
H1 2.886 1.044 1.165  0.2173
H2 0.085 -1.080 0.713  0.2340
H3 -1.565 -1.818 1.244  0.2808
H4 -1.171 -1.664 -0.560  0.2614
H5 -3.259 -0.769 -0.152  0.2513
H6 -3.035 0.710 -1.216  0.2691
H7 -3.306 0.825 0.566  0.2875
H8 0.510 0.653 -0.035  0.3994
H9 5.081 -0.267 -1.085  0.1856
H10 -0.734 1.837 -0.615  0.4257

## Properties
Spin multiplicity = 1
Gap between HOMO and LUMO = 8.55 eV
Charge = +1

---

--- 2 ---
Formula: C4H10NS2
Source: the OMol25 dataset
Level of theory: the ωB97M-V functional and the def2-TZVPD basis

Each line ends with the natural charge from an NBO analysis.
CARTESIAN COORDINATES (ANGSTROEM)
C1 -1.482 0.912 -0.298  -0.6547
C2 -0.527 -0.014 0.427  -0.1017
N1 -1.245 -1.275 0.878  -0.7169
C3 0.759 -0.628 -0.451  -0.0309
S1 0.783 -2.214 -0.874  0.1465
C4 1.742 0.304 -0.926  -0.6180
S2 2.340 1.503 0.365  -0.0293
H1 -1.553 0.967 -1.373  0.2582
H2 -1.312 2.006 0.039  0.2655
H3 -2.460 0.654 0.143  0.2217
H4 -0.252 0.392 1.372  0.2405
H5 -2.196 -1.354 0.657  0.4367
H6 -1.340 -1.100 1.934  0.4382
H7 -0.571 -2.063 0.669  0.4456
H8 2.480 -0.244 -1.458  0.2724
H9 1.214 0.897 -1.624  0.2601
H10 3.620 1.257 0.521  0.1661

## Properties
Spin multiplicity = 1
Gap between HOMO and LUMO = 8.32 eV
SMILES = C[C@@H]([NH3+])C(=S)CS
Charge = +1

---

Quick ranking, most stable first: 1, 2.

---

--- 1 ---
Formula: C5H8OS
Source: the OMol25 dataset
Level of theory: the ωB97M-V functional and the def2-TZVPD basis

Each line ends with the natural charge from an NBO analysis.
CARTESIAN COORDINATES (ANGSTROEM)
C1 0.055 1.029 -0.631  0.5716
C2 1.106 -0.016 -0.763  -0.4051
C3 -1.112 0.164 -0.711  -0.4069
C4 1.756 -0.451 0.647  -0.6036
C5 -1.860 -0.200 0.572  -0.6202
O1 0.132 2.219 -0.482  -0.5005
S1 -0.104 -1.257 -1.379  0.1433
H1 1.892 0.062 -1.463  0.2337
H2 -1.740 0.589 -1.511  0.2488
H3 2.652 0.111 0.775  0.2155
H4 2.070 -1.551 0.613  0.2307
H5 1.070 -0.093 1.436  0.2130
H6 -1.742 0.736 1.327  0.2162
H7 -1.259 -0.929 1.139  0.2290
H8 -2.915 -0.413 0.431  0.2345

## Properties
Spin multiplicity = 1
Gap between HOMO and LUMO = 9.62 eV

---

--- 2 ---
Formula: C5H8OS
Source: the OMol25 dataset
Level of theory: the ωB97M-V functional and the def2-TZVPD basis

Each line ends with the natural charge from an NBO analysis.
CARTESIAN COORDINATES (ANGSTROEM)
C1 -0.577 0.367 1.733  -0.3188
C2 -0.470 1.599 1.682  -0.0936
C3 -1.256 -1.624 -1.161  -0.6306
C4 0.378 -0.455 0.859  -0.4469
C5 0.598 0.262 -0.436  -0.5116
O1 -1.956 0.905 -1.004  -0.9730
S1 -0.948 0.027 -1.559  1.2520
H1 -1.194 -0.222 2.336  0.2195
H2 -0.177 2.611 1.267  0.2218
H3 -2.151 -1.795 -0.696  0.2033
H4 -0.969 -2.351 -1.924  0.2077
H5 1.265 -0.388 1.342  0.2188
H6 0.037 -1.505 0.505  0.2250
H7 0.798 1.254 -0.372  0.2160
H8 1.221 -0.251 -1.210  0.2103

## Properties
Spin multiplicity = 1
Gap between HOMO and LUMO (alpha / beta) = 8.79 / 6.76 eV

---

Quick ranking, most stable first: 1, 2.